(1)
Here is a structure of composition C27H26DyF5NOPS3 in a non-equilibrium geometry from OMol25. Energies are from ωB97M-V with the def2-TZVPD basis set.

The geometry in ORCA input format:
```
! RIJCOSX wB97M-V def2-TZVPD def2/J DEFGRID3
* xyz 0 6
Dy 1.50 0.67 -0.31
C 1.06 -3.31 2.03
C 0.53 -2.14 2.85
S 1.37 -0.54 2.59
C 3.09 -0.82 3.16
C 4.03 -1.57 2.22
S 3.95 -1.06 0.46
C 4.03 -2.69 -0.36
C 2.86 -3.66 -0.12
S 1.24 -2.90 0.25
H 0.36 -4.15 2.11
H 2.03 -3.63 2.41
H 0.57 -2.38 3.91
H -0.50 -1.92 2.57
H 3.04 -1.33 4.12
H 3.45 0.20 3.32
H 3.84 -2.64 2.24
H 5.05 -1.39 2.57
H 4.97 -3.16 -0.09
H 4.07 -2.40 -1.41
H 3.08 -4.34 0.70
H 2.71 -4.25 -1.02
C -1.54 -0.82 -3.94
C -1.30 0.51 -3.67
C -1.27 0.97 -2.36
C -1.51 0.08 -1.31
C -1.76 -1.26 -1.60
C -1.78 -1.71 -2.91
P -1.65 0.49 0.49
C -3.48 0.63 0.55
C -4.18 1.24 -0.49
C -5.54 1.46 -0.38
C -6.22 1.08 0.77
C -5.53 0.47 1.80
C -4.17 0.24 1.70
C -1.22 2.27 0.54
C -2.04 3.23 1.12
C -1.60 4.54 1.19
C -0.35 4.87 0.67
C 0.46 3.89 0.12
C 0.08 2.54 0.06
H -1.55 -1.18 -4.97
H -1.12 1.20 -4.48
H -1.10 2.03 -2.16
H -1.95 -1.94 -0.78
H -1.97 -2.76 -3.11
H -3.66 1.55 -1.38
H -6.08 1.93 -1.19
H -7.28 1.26 0.86
H -6.06 0.17 2.70
H -3.63 -0.23 2.51
H -3.02 2.97 1.51
H -2.22 5.30 1.66
H -0.01 5.90 0.72
H 1.43 4.19 -0.26
O 4.10 2.58 2.85
C 3.58 2.17 1.87
N 3.06 1.70 0.91
F 2.61 1.01 -2.18
C 2.61 -0.42 -2.44
F 1.28 -0.74 -1.89
C 2.36 -0.48 -3.95
F 1.86 -1.67 -4.30
F 3.51 -0.31 -4.61
F 1.51 0.46 -4.41
*
```

Computed properties:
<S²>: 9.33
LUMO energy (spin up / spin down), eV: 0.14 / 0.14
Orbital gap (spin up / spin down), eV: 8.42 / 8.42

---

(2)
Here is a structure of composition C27H26F6N2O4OsS2Si2 in a non-equilibrium geometry from OMol25. Energies are from ωB97M-V with the def2-TZVPD basis set.

The geometry in ORCA input format:
```
! RIJCOSX wB97M-V def2-TZVPD def2/J DEFGRID3
* xyz 0 1
Os -0.43 0.05 0.40
C 1.92 1.77 3.61
C 2.90 0.78 3.79
C 2.88 -0.33 2.98
C 1.91 -0.44 1.98
C 0.92 0.55 1.76
C 0.96 1.66 2.62
C 1.82 -1.58 1.09
C 2.65 -2.73 1.19
C 2.44 -3.79 0.36
C 1.39 -3.75 -0.59
C 1.11 -4.85 -1.44
C 0.08 -4.79 -2.33
C -0.71 -3.62 -2.42
C -0.45 -2.54 -1.61
C 0.60 -2.59 -0.68
N 0.86 -1.52 0.15
H 1.92 2.64 4.25
H 3.65 0.89 4.56
H 3.63 -1.10 3.12
H 0.22 2.43 2.53
H 3.43 -2.75 1.93
H 3.06 -4.67 0.43
H 1.72 -5.73 -1.35
H -0.15 -5.62 -2.98
H -1.52 -3.57 -3.13
H -1.06 -1.65 -1.68
C 1.47 -0.43 -2.68
Si 1.33 0.78 -1.22
C 3.09 0.88 -0.52
C 1.12 2.44 -2.07
C 2.00 2.95 -3.03
C 1.78 4.18 -3.60
C 0.67 4.94 -3.22
C -0.21 4.44 -2.28
C 0.01 3.19 -1.70
Si -1.09 2.38 -0.42
C -2.79 2.27 -1.23
C -1.23 3.64 0.98
H 2.14 0.07 -3.39
H 0.52 -0.60 -3.21
H 1.91 -1.39 -2.44
H 3.71 1.26 -1.34
H 3.51 -0.08 -0.22
H 3.17 1.57 0.31
H 2.88 2.38 -3.34
H 2.47 4.58 -4.34
H 0.50 5.91 -3.67
H -1.07 5.04 -2.00
H -2.90 3.24 -1.73
H -3.61 2.17 -0.52
H -2.88 1.49 -1.99
H -1.84 4.45 0.57
H -0.26 4.06 1.24
H -1.73 3.27 1.88
F -3.59 -4.06 1.35
C -2.65 -3.80 2.25
F -1.61 -4.60 2.03
F -3.12 -4.01 3.47
S -2.07 -2.05 2.08
O -2.08 -1.74 0.65
O -0.77 -2.04 2.70
N -3.15 -1.20 2.84
S -3.42 0.22 2.21
O -2.23 0.80 1.57
O -4.12 1.05 3.12
C -4.66 -0.13 0.84
F -5.57 0.84 0.82
F -5.27 -1.29 1.08
F -4.09 -0.20 -0.36
*
```

Computed properties:
Relative energy (zero: lowest compared OMol25 entry of this formula, charge and spin), eV: 1.270
LUMO energy (spin up / spin down), eV: -1.07 / -1.07
Orbital gap (spin up / spin down), eV: 6.79 / 6.79

---

(3)
Here is a structure of composition C27H26F6N4NiOSSb in a non-equilibrium geometry from OMol25. Energies are from ωB97M-V with the def2-TZVPD basis set.

The geometry in ORCA input format:
```
! RIJCOSX wB97M-V def2-TZVPD def2/J DEFGRID3
* xyz -1 1
Ni -0.12 0.05 -0.14
O -1.45 1.60 0.33
N -2.67 1.25 -0.03
C -3.70 1.54 0.78
C -4.99 1.19 0.46
C -5.22 0.54 -0.75
C -4.16 0.26 -1.58
C -2.86 0.60 -1.21
S -1.47 0.22 -2.14
H -3.42 2.04 1.70
H -5.79 1.42 1.14
H -6.23 0.22 -1.02
H -4.29 -0.26 -2.52
C 4.69 1.45 4.73
C 4.41 -0.02 4.76
C 5.01 -0.85 5.70
C 4.75 -2.21 5.74
C 3.87 -2.76 4.82
C 3.26 -1.96 3.87
C 3.53 -0.59 3.83
N 2.92 0.25 2.90
C 2.22 -0.14 1.76
N 2.83 -1.07 1.01
C 2.38 -1.69 -0.17
C 1.16 -1.35 -0.76
C 0.76 -2.11 -1.86
C 1.55 -3.13 -2.38
C 2.79 -3.39 -1.81
C 3.21 -2.69 -0.69
C 4.54 -3.02 -0.06
N 1.13 0.46 1.42
C 0.51 1.35 2.32
C -0.18 0.85 3.43
C -0.87 1.72 4.27
C -0.85 3.08 4.01
C -0.14 3.57 2.93
C 0.54 2.73 2.07
C 1.29 3.24 0.87
H 5.49 1.71 5.42
H 3.80 2.03 5.02
H 4.98 1.78 3.73
H 5.69 -0.41 6.42
H 5.22 -2.83 6.49
H 3.64 -3.82 4.86
H 2.54 -2.38 3.18
H 2.61 1.14 3.26
H 3.70 -1.41 1.38
H -0.20 -1.92 -2.31
H 1.20 -3.71 -3.22
H 3.43 -4.17 -2.22
H 5.03 -3.82 -0.62
H 4.42 -3.37 0.97
H 5.21 -2.16 -0.05
H -0.20 -0.22 3.60
H -1.43 1.32 5.10
H -1.41 3.75 4.65
H -0.14 4.64 2.74
H 1.11 4.31 0.72
H 0.96 2.70 -0.02
H 2.36 3.07 0.97
F -1.44 -1.20 0.97
Sb -2.43 -2.55 1.92
F -3.98 -1.97 0.99
F -2.05 -3.81 0.56
F -3.45 -3.83 2.88
F -0.83 -3.04 2.83
F -2.76 -1.26 3.27
*
```

Computed properties:
Relative energy (zero: lowest compared OMol25 entry of this formula, charge and spin), eV: 1.236
LUMO energy (spin up / spin down), eV: 2.35 / 2.35
Orbital gap (spin up / spin down), eV: 7.19 / 7.18